C3H4O4Pm as an isolated structure, computed with ωB97M-V/def2-TZVPD.

LUMO level (alpha / beta)	-12.23 / -11.11	eV
DFT total energy	-27898.872	eV
total charge	+2
ΔE to the lowest compared entry with this formula, charge and spin	318.6	kJ/mol
2S+1	6
HOMO level (alpha / beta)	-18.08 / -18.98	eV

Structure (XYZ):
```
12
Properties=species:S:1:pos:R:3:mulliken_spin:R:1
O -1.99537 0.84512 -0.68451 0.004
C -1.81324 -0.12091 -1.57065 -0.008
C -1.21211 0.63176 0.49020 -0.042
O -2.22788 -0.16450 -2.68227 0.017
O -0.91486 -1.03712 -1.06156 0.136
C -0.40599 -0.57711 0.11573 0.477
H -1.87737 0.41883 1.34167 0.024
H -0.63071 1.53711 0.70779 0.030
H -0.10810 -1.36188 0.82231 0.039
O 4.17881 0.23582 1.04410 -0.048
H 4.44865 -0.26819 1.81107 0.001
Pm 2.55816 -0.13892 -0.33390 4.370
```